# C23H26BrEuIN4O2

A molecular structure, C23H26BrEuIN4O2 (ωB97M-V with the def2-TZVPD basis set, the OMol25 dataset).

Values from the calculation:
2S+1 = 7
Charge = +1
ΔE to the lowest compared entry with this formula, charge and spin = 0.0 kJ/mol
Highest occupied orbital energy (alpha / beta) = -6.51 / -7.84 eV
F_max = 0.015 hartree/bohr

Element x y z (Å)
Eu: -0.1754 -0.7323 -0.1718
O: -0.3904 -1.9171 2.0168
C: 0.8954 -2.0062 2.6869
C: 1.5133 -3.3773 2.5118
C: 1.6417 -3.8308 1.0510
C: 2.5416 -2.9470 0.2297
C: 3.9212 -3.1111 0.2663
C: 4.7287 -2.2677 -0.4731
C: 4.1412 -1.2706 -1.2374
C: 2.7671 -1.1657 -1.2185
N: 1.9761 -1.9804 -0.5064
H: -1.0191 -2.5123 2.4339
H: 0.7606 -1.7504 3.7369
H: 1.5009 -1.2150 2.2427
H: 0.9298 -4.1209 3.0616
H: 2.4994 -3.3568 2.9845
H: 0.6560 -3.8682 0.5845
H: 2.0342 -4.8478 1.0286
H: 4.3475 -3.9019 0.8700
H: 5.8046 -2.3854 -0.4569
H: 4.7312 -0.5835 -1.8268
H: 2.2752 -0.3772 -1.7819
C: -0.2575 -1.0847 -4.2125
C: -0.3384 0.2603 -3.5765
N: -0.4719 0.5121 -2.2889
C: -0.5073 1.8973 -2.1621
C: -0.3894 2.4675 -3.3822
N: -0.2786 1.4152 -4.2711
H: -0.3005 -1.8583 -3.4484
H: 0.6740 -1.2105 -4.7656
H: -1.0874 -1.2494 -4.9002
H: -0.5769 2.3773 -1.1995
H: -0.3621 3.4952 -3.6980
H: -0.1729 1.4923 -5.2684
O: 0.8677 0.9258 0.7785
N: 1.3047 1.8779 1.6452
C: 2.6658 1.9458 1.9322
C: 3.0932 2.7804 2.9096
C: 2.1881 3.5774 3.6599
C: 0.8118 3.4520 3.3455
C: 0.3722 2.6181 2.3703
H: 3.2975 1.3199 1.3220
H: 4.1585 2.8274 3.0968
H: 2.5332 4.2403 4.4361
H: 0.0692 4.0296 3.8817
H: -0.6588 2.4762 2.0892
Br: -6.1435 -0.0798 2.3303
C: -5.7028 0.6060 0.6339
C: -6.7434 1.0585 -0.1686
C: -6.4813 1.5727 -1.4276
C: -5.1774 1.6401 -1.8950
C: -4.1353 1.1926 -1.0994
C: -4.3994 0.6758 0.1641
I: -2.7890 0.0470 1.3099
H: -7.7575 1.0050 0.2021
H: -7.3007 1.9242 -2.0403
H: -4.9674 2.0449 -2.8763
H: -3.1175 1.2534 -1.4591



# C23H26CoN4O7S2

A molecular structure, C23H26CoN4O7S2 (ωB97M-V with the def2-TZVPD basis set, the OMol25 dataset).

Values from the calculation:
2S+1 = 2
ΔE to the lowest compared entry with this formula, charge and spin = 57.9 kJ/mol
Highest occupied orbital energy (alpha / beta) = -8.29 / -8.36 eV
F_max = 0.018 hartree/bohr

Element x y z (Å)
Co: -1.0706 -0.2739 0.3336
O: 2.4455 -2.5760 0.6295
C: 1.6579 -1.5246 0.4251
O: 0.6319 -1.3565 1.0429
C: 2.2029 -0.6028 -0.6412
O: 1.4327 0.5472 -0.7839
C: 1.7471 1.6178 0.0897
C: 0.7191 1.9315 1.1761
O: 1.0352 2.8116 1.9639
O: -0.4135 1.3310 1.1769
H: 2.0004 -3.1495 1.2788
H: 2.1878 -1.1555 -1.5847
H: 3.2519 -0.3898 -0.4046
H: 1.8407 2.5166 -0.5259
H: 2.7083 1.4505 0.5837
N: -1.0201 -0.5753 -1.7965
N: -1.2557 -1.9492 -2.0043
C: -1.8679 -2.6421 -0.9267
O: -2.3312 -3.7404 -1.1449
O: -1.8197 -2.0201 0.1978
H: -1.7770 0.0281 -2.1197
H: -0.1547 -0.2929 -2.2428
H: -1.6437 -2.2083 -2.9030
S: -1.5919 2.6994 -1.6127
C: -2.3305 3.2149 -0.2469
N: -2.4921 4.4942 0.0973
C: -3.2148 4.8628 1.3107
C: -2.7703 3.9421 2.4066
N: -3.1209 2.5765 1.9937
C: -3.5781 1.6554 3.0713
C: -3.0044 2.0007 4.4204
C: -3.8233 2.4303 5.4561
C: -3.2798 2.7491 6.6937
C: -1.9118 2.6493 6.8923
C: -1.0888 2.2246 5.8563
C: -1.6318 1.8943 4.6261
C: -2.9299 2.1689 0.7608
S: -3.2945 0.5947 0.2674
C: -1.8898 5.6072 -0.6498
C: -0.9470 6.3880 0.2316
C: 0.1300 5.7320 0.8171
C: 0.9877 6.4075 1.6669
C: 0.7822 7.7570 1.9286
C: -0.2870 8.4191 1.3466
C: -1.1545 7.7319 0.5058
H: -4.2931 4.7870 1.1389
H: -2.9737 5.8941 1.5598
H: -3.2584 4.1633 3.3516
H: -1.6860 3.9967 2.5552
H: -3.2705 0.6562 2.7658
H: -4.6701 1.6673 3.0878
H: -4.8925 2.5103 5.2976
H: -3.9241 3.0776 7.4982
H: -1.4851 2.9017 7.8542
H: -0.0203 2.1507 6.0038
H: -0.9924 1.5812 3.8156
H: -2.6854 6.2492 -1.0371
H: -1.3648 5.1681 -1.4980
H: 0.2850 4.6793 0.6336
H: 1.8049 5.8731 2.1297
H: 1.4518 8.2881 2.5913
H: -0.4560 9.4666 1.5554
H: -1.9960 8.2477 0.0578



# C23H26I2N2O8P2TaTe

A molecular structure, C23H26I2N2O8P2TaTe (ωB97M-V with the def2-TZVPD basis set, the OMol25 dataset).

Values from the calculation:
2S+1 = 1
Charge = +3
ΔE to the lowest compared entry with this formula, charge and spin = 10.0 kJ/mol
Highest occupied orbital energy = -16.49 eV
F_max = 0.008 hartree/bohr

Element x y z (Å)
Ta: 0.9500 -0.1496 -0.7481
I: 4.9459 -0.2774 4.4366
C: 4.2271 -0.2343 2.5030
C: 4.0180 0.9925 1.8682
C: 3.5225 1.0185 0.5764
I: 3.0650 2.7920 -0.4038
C: 3.2368 -0.1909 -0.0731
O: 2.7551 -0.1891 -1.3718
C: 3.4065 -1.4228 0.5775
C: 2.8460 -2.6103 -0.1483
N: 1.3824 -2.3405 -0.3664
C: 0.5196 -2.8095 0.7547
C: 0.5153 -1.7841 1.8539
C: 0.3891 -2.1195 3.1841
C: 0.3928 -1.1132 4.1410
C: 0.5332 0.2055 3.7340
C: 0.6412 0.4742 2.3856
N: 0.6209 -0.4974 1.4544
C: 3.9096 -1.4404 1.8576
H: 4.2453 1.9158 2.3842
H: 3.3044 -2.7203 -1.1322
H: 2.9786 -3.5363 0.4092
H: 1.0978 -2.8363 -1.2165
H: -0.4936 -2.9372 0.3711
H: 0.8634 -3.7780 1.1169
H: 0.3033 -3.1598 3.4693
H: 0.3027 -1.3579 5.1913
H: 0.5631 1.0171 4.4470
H: 0.7531 1.4882 2.0255
H: 4.0451 -2.3799 2.3787
C: -4.2023 0.7333 -0.4199
C: -2.7332 0.3610 -0.2305
O: -2.4609 -0.3530 0.9672
P: -1.6689 1.8415 -0.0923
O: -1.6782 2.4579 1.3387
O: -2.1622 2.8379 -1.1656
O: -0.1979 1.4440 -0.3064
P: -2.1357 -0.5941 -1.6923
O: -2.9392 -1.9436 -1.6575
O: -2.1632 0.2349 -2.8981
O: -0.6851 -1.0804 -1.2534
H: -4.5615 1.3582 0.3999
H: -4.8016 -0.1791 -0.4285
H: -4.3539 1.2592 -1.3616
H: -3.2600 -0.8221 1.2453
H: -2.5123 2.6772 1.7820
H: -1.8962 3.7715 -1.1570
H: -3.6226 -2.0547 -2.3373
C: 2.7132 0.2480 -4.1798
Te: 0.7427 0.8368 -3.5681
C: 0.2773 -1.0915 -4.3712
C: 1.4961 -1.9176 -4.0717
C: 1.4398 -3.2964 -3.8864
C: 2.6156 -4.0154 -3.6932
C: 3.8403 -3.3589 -3.7008
C: 3.8952 -1.9800 -3.8697
C: 2.7236 -1.2552 -4.0398
H: 3.4705 0.7455 -3.5803
H: 2.8095 0.5796 -5.2154
H: 0.1393 -0.9284 -5.4417
H: -0.6510 -1.4672 -3.9591
H: 0.4887 -3.8140 -3.9440
H: 2.5775 -5.0905 -3.5755
H: 4.7562 -3.9233 -3.5831
H: 4.8520 -1.4718 -3.8709



# C23H26N3S2SiW

A molecular structure, C23H26N3S2SiW in a non-equilibrium geometry (ωB97M-V with the def2-TZVPD basis set, the OMol25 dataset).

Values from the calculation:
2S+1 = 3
Charge = +1
Highest occupied orbital energy (alpha / beta) = -10.65 / -11.30 eV
F_max = 0.020 hartree/bohr

Element x y z (Å)
W: 0.8219 0.2420 -0.6461
S: 2.7733 -0.6228 -2.1422
C: 2.5092 -1.8935 -1.0260
N: 1.6073 -1.6220 -0.1045
C: 1.2780 -2.7247 0.6962
C: 0.3503 -2.7681 1.7305
C: 0.1850 -3.9609 2.4067
C: 0.9337 -5.0908 2.0675
C: 1.8645 -5.0491 1.0461
C: 2.0251 -3.8505 0.3596
S: 3.0984 -3.5003 -0.9812
H: -0.2171 -1.8840 1.9837
H: -0.5311 -4.0236 3.2160
H: 0.7851 -6.0140 2.6114
H: 2.4472 -5.9233 0.7853
C: -0.9327 3.5874 0.8535
C: -1.6646 2.3032 0.6701
C: -2.9708 2.1901 1.0882
C: -3.6654 0.9940 0.9134
C: -3.0520 -0.0808 0.3174
C: -1.7353 0.0870 -0.1067
N: -1.0538 1.2479 0.0685
N: -0.9057 -0.8409 -0.6743
Si: -1.5768 -2.1002 -1.7521
C: -2.5121 -3.3629 -0.7567
C: -2.6428 -1.1964 -2.9836
C: -0.1955 -2.9172 -2.6786
H: -1.6284 4.3772 1.1275
H: -0.4179 3.8768 -0.0558
H: -0.1841 3.4993 1.6426
H: -3.4512 3.0440 1.5442
H: -4.6910 0.9129 1.2511
H: -3.5488 -1.0334 0.1816
H: -3.5500 -3.4318 -1.0953
H: -2.5157 -3.1364 0.3123
H: -2.0539 -4.3471 -0.8847
H: -3.5386 -0.7533 -2.5407
H: -2.9658 -1.8651 -3.7869
H: -2.0559 -0.3916 -3.4333
H: 0.4909 -3.4863 -2.0402
H: 0.3811 -2.2020 -3.2716
H: -0.6461 -3.6323 -3.3772
C: 1.9941 1.7903 0.0723
C: 2.1798 3.2222 0.3794
C: 1.9915 4.2007 -0.5946
C: 2.1816 5.5407 -0.2945
C: 2.5601 5.9179 0.9870
C: 2.7699 4.9470 1.9579
C: 2.5965 3.6066 1.6519
H: 2.8186 1.1857 0.4598
H: 1.9600 1.6840 -1.0803
H: 1.7036 3.9097 -1.5997
H: 2.0355 6.2900 -1.0616
H: 2.7091 6.9640 1.2242
H: 3.0820 5.2356 2.9539
H: 2.7700 2.8490 2.4086



# C23H26N4O3S

A single C23H26N4O3S molecule in a non-equilibrium geometry (ωB97M-V with the def2-TZVPD basis set, the OMol25 dataset).

Values from the calculation:
2S+1 = 1
SMILES string = COc1ccccc1OCc1nnc(SCC(=O)N2CCCCC2)n1-c1ccccc1
ΔE to the lowest compared entry with this formula, charge and spin = 269.2 kJ/mol
Highest occupied orbital energy = -8.13 eV
F_max = 0.026 hartree/bohr

Element x y z (Å)
C: -4.3297 -1.7085 -0.3364
O: -3.1360 -2.2980 0.1251
C: -2.3303 -1.6451 1.0153
C: -1.4058 -2.4647 1.6569
C: -0.4972 -1.9600 2.5668
C: -0.5243 -0.6147 2.8797
C: -1.4377 0.2163 2.2548
C: -2.3250 -0.2692 1.3024
O: -3.1844 0.5454 0.5861
C: -3.0040 1.9413 0.6429
C: -1.6155 2.3769 0.3181
N: -0.9832 3.3686 0.8813
N: 0.2623 3.4071 0.3984
C: 0.3893 2.4191 -0.4402
S: 1.8363 1.9816 -1.3047
C: 2.9780 2.0361 0.1254
C: 2.8338 0.7692 0.9554
O: 2.2444 0.8037 2.0200
N: 3.3706 -0.3672 0.4652
C: 4.0360 -0.5476 -0.8045
C: 3.3209 -1.6237 -1.6247
C: 3.2607 -2.9315 -0.8412
C: 2.5925 -2.6962 0.5107
C: 3.3112 -1.5787 1.2622
N: -0.7874 1.7293 -0.5565
C: -1.0412 0.5922 -1.3500
C: -1.9836 0.6480 -2.3661
C: -2.2298 -0.4848 -3.1210
C: -1.5375 -1.6570 -2.8661
C: -0.5948 -1.7026 -1.8535
C: -0.3426 -0.5785 -1.0894
H: -4.8834 -2.5190 -0.8112
H: -4.1368 -0.9232 -1.0706
H: -4.9200 -1.2982 0.4856
H: -1.4205 -3.5135 1.4041
H: 0.2184 -2.6187 3.0345
H: 0.1734 -0.1931 3.5842
H: -1.4354 1.2639 2.5086
H: -3.7133 2.3368 -0.0933
H: -3.2654 2.3520 1.6268
H: 2.6739 2.8891 0.7308
H: 3.9830 2.1849 -0.2635
H: 4.0537 0.3813 -1.3702
H: 5.0710 -0.8619 -0.6134
H: 3.8540 -1.7670 -2.5655
H: 2.3116 -1.2796 -1.8561
H: 2.7107 -3.6838 -1.4089
H: 4.2752 -3.3066 -0.6842
H: 2.6209 -3.6055 1.1126
H: 1.5463 -2.4217 0.3687
H: 2.7909 -1.3361 2.1899
H: 4.3368 -1.8902 1.4961
H: -2.5172 1.5679 -2.5555
H: -2.9671 -0.4505 -3.9092
H: -1.7393 -2.5394 -3.4537
H: -0.0661 -2.6207 -1.6477
H: 0.3695 -0.5956 -0.2778



# C23H26N4O4

A molecular structure, C23H26N4O4 in a non-equilibrium geometry (ωB97M-V with the def2-TZVPD basis set, the OMol25 dataset).

Values from the calculation:
2S+1 = 1
ΔE to the lowest compared entry with this formula, charge and spin = 2477.2 kJ/mol
Highest occupied orbital energy = -7.43 eV
F_max = 0.346 hartree/bohr

Element x y z (Å)
C: 4.8660 -1.7888 -5.4958
C: 3.3870 -1.8214 -4.9685
C: 2.2738 -2.0979 -5.9105
C: 1.1264 -2.2487 -5.5250
C: 0.9184 -1.9635 -4.2414
C: 1.9485 -1.9113 -3.2861
C: 3.3665 -1.8938 -3.6764
C: 4.2433 -1.5829 -2.8331
H: 5.0806 -2.2832 -3.1176
H: 3.9689 -1.8752 -1.7078
H: 4.5579 -0.7823 -2.8114
N: 1.5045 -1.7679 -2.0815
C: 0.5130 -2.2078 -1.3356
C: -0.9396 -1.6034 -1.2858
N: -0.6070 -0.1578 -0.7573
C: -0.8843 0.0513 0.5750
C: 0.0606 0.9314 1.4585
C: -0.3336 1.4404 2.5651
C: -1.8997 1.4832 2.9930
C: -2.6529 0.6290 2.2572
C: -2.3109 0.1363 0.9740
N: -3.3914 -0.8116 0.4257
O: -3.3833 -1.8749 0.1465
O: -4.4012 -0.1434 0.3758
H: -3.9126 0.7989 2.3699
N: -2.2023 2.1454 4.2286
C: -1.8177 3.5988 4.2588
O: -1.6272 4.0342 3.2482
C: -2.3128 4.0942 5.4751
C: -3.5409 3.4405 6.1978
C: -3.2540 2.0225 6.3772
C: -2.6573 1.4167 5.1014
O: -2.7143 0.0938 5.1050
H: -2.2124 2.1161 7.1475
H: -3.8781 1.4614 6.8440
H: -4.6123 3.3352 5.4523
H: -3.9506 4.1076 6.9644
H: -1.4921 4.0115 6.2935
H: -2.6930 5.1759 5.1890
H: 0.3064 1.8204 3.0493
H: 1.0375 0.8628 1.2313
C: 0.5967 0.1165 -1.3655
H: 0.7682 1.3515 -1.0207
C: 1.9421 -0.4227 -1.3105
H: 2.5643 0.0467 -1.9927
H: 2.0747 -0.5039 -0.1449
H: 0.2788 0.5454 -2.3065
H: -1.5588 -1.9851 -0.5858
H: -1.3616 -1.3112 -2.3744
H: 0.2371 -3.4524 -1.9541
H: 0.6052 -2.6195 -0.3138
H: -0.2512 -2.2829 -3.9204
H: 0.1759 -2.4093 -6.1897
H: 2.7291 -2.2083 -6.9250
H: 4.9213 -1.7126 -6.4952
H: 5.4400 -2.7840 -5.1358
H: 5.3604 -0.7600 -5.2349



# C23H26N4O4

A single C23H26N4O4 molecule in a non-equilibrium geometry (ωB97M-V with the def2-TZVPD basis set, the OMol25 dataset).

Values from the calculation:
2S+1 = 1
SMILES string = O=C(c1cccc([N+](=O)[O-])c1)N1CCC[C@H](C(=O)N2CCN(c3ccccc3)CC2)C1
ΔE to the lowest compared entry with this formula, charge and spin = 390.5 kJ/mol
Highest occupied orbital energy = -7.64 eV
F_max = 0.026 hartree/bohr

Element x y z (Å)
O: 0.7930 0.6320 0.8238
C: 1.8811 0.0993 0.6878
C: 2.9762 0.7751 -0.0834
C: 2.9564 0.6934 -1.4736
C: 3.9065 1.3648 -2.2271
C: 4.8782 2.1257 -1.6037
C: 4.8873 2.2044 -0.2162
N: 5.9027 2.9887 0.4421
O: 5.9386 2.9599 1.6540
O: 6.6643 3.6239 -0.2552
C: 3.9410 1.5387 0.5532
N: 2.1830 -1.0984 1.2341
C: 3.3580 -1.8787 0.9170
C: 3.0355 -2.8905 -0.1842
C: 1.7872 -3.7067 0.1600
C: 0.6052 -2.8265 0.5943
C: 0.0900 -1.9493 -0.5488
O: 0.7750 -1.6928 -1.5277
N: -1.1540 -1.4458 -0.4429
C: -1.5394 -0.4592 -1.4448
C: -3.0381 -0.1919 -1.4148
N: -3.4466 0.2802 -0.1113
C: -4.3681 1.2903 0.0431
C: -5.3288 1.5396 -0.9449
C: -6.2691 2.5370 -0.7821
C: -6.2936 3.3069 0.3683
C: -5.3553 3.0636 1.3563
C: -4.4030 2.0756 1.2012
C: -2.6368 -0.1812 0.9920
C: -2.0858 -1.5671 0.6548
C: 1.0896 -1.9031 1.7287
H: 2.1946 0.0937 -1.9505
H: 3.8870 1.2945 -3.3034
H: 5.6291 2.6591 -2.1661
H: 3.9698 1.6284 1.6288
H: 3.6650 -2.3981 1.8320
H: 4.1682 -1.2189 0.6047
H: 2.8570 -2.3544 -1.1151
H: 3.8853 -3.5597 -0.3247
H: 2.0144 -4.3949 0.9790
H: 1.4982 -4.2985 -0.7097
H: -0.1984 -3.4747 0.9533
H: -0.9884 0.4692 -1.2506
H: -1.2386 -0.8327 -2.4270
H: -3.5831 -1.1075 -1.6915
H: -3.2580 0.5714 -2.1649
H: -5.3544 0.9375 -1.8401
H: -6.9982 2.7075 -1.5615
H: -7.0328 4.0832 0.4928
H: -5.3563 3.6576 2.2591
H: -3.6704 1.9299 1.9788
H: -3.2614 -0.2512 1.8873
H: -1.7895 0.4902 1.1981
H: -1.6073 -1.9896 1.5349
H: -2.9133 -2.2280 0.3647
H: 1.4428 -2.5009 2.5741
H: 0.3085 -1.2211 2.0673



# C23H27AuO10P3Se2

A molecular structure, C23H27AuO10P3Se2 in a non-equilibrium geometry (ωB97M-V with the def2-TZVPD basis set, the OMol25 dataset).

Values from the calculation:
2S+1 = 1
Charge = -1
ΔE to the lowest compared entry with this formula, charge and spin = 208.5 kJ/mol
Highest occupied orbital energy (alpha / beta) = -5.36 / -5.36 eV
F_max = 0.056 hartree/bohr

Element x y z (Å)
Au: -1.1456 -0.7986 1.3581
O: -1.4379 -2.7833 -0.4909
P: -2.9490 -2.6576 0.0891
O: -3.7836 -3.7800 -0.3603
O: -2.7849 -2.4141 1.5741
O: -3.4527 -1.2694 -0.6062
P: -3.9392 0.0168 0.2823
O: -4.9663 -0.6469 1.3132
O: -4.6008 1.0000 -0.5766
O: -2.7350 0.5383 1.0740
H: -1.4817 -2.9655 -1.4297
H: -4.5315 -1.4097 1.7132
O: 1.4094 -3.6299 5.1695
C: 1.4212 -2.8886 3.9771
C: 1.6045 -1.3683 4.1794
C: 2.7510 -1.1113 5.1986
O: 3.9640 -1.7106 4.8341
C: 0.3435 -0.7056 4.7431
Se: -1.4207 -1.2090 3.9458
C: 2.0397 -0.7374 2.8585
Se: 1.1748 -1.3959 1.2023
H: 0.5414 -3.5268 5.5780
H: 0.4955 -3.0505 3.4098
H: 2.2451 -3.2729 3.3649
H: 2.4317 -1.4596 6.1910
H: 2.9579 -0.0392 5.2578
H: 3.8011 -2.6578 4.7474
H: 0.4270 0.3787 4.6515
H: 0.2261 -0.9502 5.8026
H: 3.1101 -0.9175 2.7101
H: 1.8642 0.3401 2.8613
O: -0.8795 -0.1833 -0.9973
P: -0.2348 0.7864 -1.9019
C: -1.4454 1.6735 -2.9218
C: -1.1713 2.8500 -3.6138
C: -2.1633 3.4403 -4.3767
C: -3.4269 2.8678 -4.4382
C: -3.6983 1.7033 -3.7387
C: -2.7085 1.0988 -2.9846
C: 0.6897 1.9898 -0.8935
C: 0.0246 3.1122 -0.4171
C: 0.6326 3.9161 0.5329
C: 1.8835 3.5849 1.0289
C: 2.5286 2.4434 0.5777
C: 1.9400 1.6525 -0.3948
C: 0.9353 -0.1102 -2.9877
C: 1.2508 0.2442 -4.2939
C: 2.0874 -0.5664 -5.0434
C: 2.6172 -1.7259 -4.4980
C: 2.3070 -2.0791 -3.1935
C: 1.4645 -1.2767 -2.4479
H: -0.1924 3.3068 -3.5356
H: -1.9582 4.3496 -4.9284
H: -4.2016 3.3395 -5.0284
H: -4.6814 1.2612 -3.7681
H: -2.9148 0.2083 -2.4092
H: -0.9667 3.3407 -0.7821
H: 0.1199 4.7935 0.8998
H: 2.3525 4.2121 1.7766
H: 3.4851 2.1583 0.9944
H: 2.4398 0.7613 -0.7537
H: 0.8277 1.1364 -4.7336
H: 2.3162 -0.3043 -6.0680
H: 3.2614 -2.3610 -5.0905
H: 2.7055 -2.9818 -2.7542
H: 1.1939 -1.5588 -1.4374